[1]
This record from OMol25 describes 9 unconnected molecules or ions with the total composition C22H56N2O11P in a non-equilibrium geometry. The level of theory is the ωB97M-V functional and the def2-TZVPD basis.

The calculation puts the HOMO-LUMO gap at 0.224 hartree. The value obtained for the energy is -2149.9569 hartree. For the energy above the lowest of the compared OMol25 structures with the same formula, charge and spin, the calculation gives 0.0 kcal/mol. As for the charge: +1. For the HOMO energy, the calculation gives -11.444 eV.

Positions of all 92 atoms, in Å:
P (-2.143, 1.491, -0.449)
O (-3.089, 3.686, -3.876)
O (-1.088, -5.595, -1.124)
O (1.678, 0.228, -3.857)
O (1.029, 3.568, 2.088)
O (-2.613, -7.892, 6.194)
O (-3.814, -5.545, 2.797)
O (-3.373, 2.476, -1.102)
O (4.317, 6.721, -0.818)
O (2.838, 4.517, -1.868)
O (0.558, -0.181, 0.559)
O (0.614, -1.626, -1.135)
N (-4.545, -2.053, -0.240)
N (-1.985, 1.949, 1.273)
C (3.475, 8.916, -0.269)
C (-0.085, -1.047, -0.314)
C (2.949, 0.252, -4.499)
C (4.403, 8.103, -1.151)
C (0.177, -5.542, -1.791)
C (3.523, -1.149, -4.585)
C (0.189, 5.764, 2.639)
C (-2.102, -2.816, -0.243)
C (-1.617, -1.379, -0.308)
C (2.768, 3.135, -1.533)
C (-1.248, 2.306, -4.595)
C (-0.480, -6.863, 6.644)
C (-3.582, -3.085, -0.198)
C (3.683, 2.830, -0.363)
C (-1.679, -4.516, 3.241)
C (-4.184, -0.691, -0.338)
C (1.117, 4.951, 1.758)
C (-1.989, -6.720, 6.704)
C (-2.721, -0.324, -0.368)
C (0.774, -6.930, -1.895)
C (-1.817, 3.710, -4.515)
C (-3.188, -4.373, 3.303)
H (0.442, 5.625, 3.692)
H (5.438, 8.418, -1.009)
H (-0.939, -5.962, -0.244)
H (0.016, -5.119, -2.783)
H (-0.848, 5.437, 2.513)
H (3.538, 9.979, -0.512)
H (0.013, -5.966, 7.026)
H (2.152, 5.266, 1.902)
H (-2.317, -5.873, 6.097)
H (0.148, -0.176, 1.445)
H (0.103, -7.596, -2.442)
H (0.841, -4.873, -1.234)
H (3.405, 3.429, 0.506)
H (2.812, 0.671, -5.497)
H (4.145, 8.227, -2.207)
H (2.439, 8.588, -0.392)
H (-1.949, 4.128, -5.514)
H (3.730, 8.779, 0.784)
H (-2.328, -8.636, 6.737)
H (-2.940, 1.783, 1.649)
H (0.917, -7.366, -0.903)
H (3.048, 2.545, -2.412)
H (-3.518, -3.526, 2.696)
H (1.732, 2.903, -1.279)
H (2.848, -1.805, -5.139)
H (-0.151, -7.035, 5.617)
H (1.737, -6.903, -2.408)
H (-0.274, 2.305, -5.088)
H (-3.969, -4.144, -0.115)
H (3.616, 0.913, -3.935)
H (-1.349, -5.376, 3.830)
H (4.719, 3.080, -0.605)
H (-1.924, 1.651, -5.150)
H (-1.448, 1.155, 1.663)
H (-1.338, -3.661, -0.220)
H (-3.522, -4.210, 4.333)
H (0.253, 6.827, 2.398)
H (-3.528, -6.290, 3.342)
H (-1.150, 4.370, -3.951)
H (-1.351, -4.690, 2.212)
H (-2.955, 3.324, -2.994)
H (-1.185, -3.619, 3.621)
H (3.755, 4.715, -2.101)
H (1.806, -0.134, -2.972)
H (-1.134, 1.876, -3.595)
H (-3.479, 3.203, -0.447)
H (4.496, -1.143, -5.082)
H (3.641, -1.580, -3.587)
H (0.862, 5.077, 0.700)
H (3.401, 6.443, -0.953)
H (-0.150, -7.722, 7.233)
H (-4.922, 0.150, -0.381)
H (-5.555, -2.251, -0.200)
H (0.114, 3.294, 1.949)
H (3.632, 1.772, -0.093)
H (-2.326, -6.558, 7.732)



[2]
This record from OMol25 describes a molecular structure, C22H56N7OPdSi4. The level of theory is the ωB97M-V functional and the def2-TZVPD basis.

The calculation puts the HOMO-LUMO gap at 0.273 hartree. The value obtained for the energy is -2615.5049 hartree. As for the charge: +3. For the HOMO energy, the calculation gives -16.181 eV.

Positions of all 91 atoms, in Å:
Pd (-0.464, 0.797, 0.357)
Si (2.598, -1.613, -0.804)
Si (3.563, 1.420, -0.541)
Si (1.059, 0.730, -1.311)
Si (1.026, 2.242, -3.232)
O (0.214, -0.396, -2.481)
N (-1.811, 2.597, -0.677)
N (-3.576, -1.467, -0.176)
N (0.874, 1.047, 1.960)
N (-1.243, -1.543, 2.193)
N (-1.946, 1.516, 2.025)
N (-2.930, -1.914, -2.393)
N (-1.604, -0.615, -1.107)
C (-2.760, -1.355, -1.206)
C (-1.261, -4.223, 4.345)
C (2.167, 1.436, -4.481)
C (4.441, 0.634, 0.899)
C (-0.708, 2.048, -3.954)
C (-1.990, 3.498, 0.475)
C (4.200, -1.615, -1.748)
C (-2.545, -2.259, 5.286)
C (-0.957, -0.816, -2.236)
C (2.631, -1.939, 1.025)
C (-2.272, -3.109, 4.036)
C (-1.694, -2.232, 3.001)
C (-4.039, -2.768, -2.813)
C (-2.661, 2.750, 1.610)
C (1.384, -2.784, -1.581)
C (-1.107, 1.664, 3.233)
C (-1.763, -1.627, -3.209)
C (4.682, 1.731, -1.976)
C (0.310, 2.065, 2.886)
C (-3.578, -3.700, 3.484)
C (1.402, 4.048, -2.943)
C (2.654, 2.958, 0.040)
H (4.459, -2.660, -1.948)
H (-4.975, -2.394, -2.400)
H (3.230, 1.510, -4.265)
H (-1.063, -4.835, 3.466)
H (-1.243, -2.534, -3.523)
H (-2.716, 2.223, -0.954)
H (2.622, -3.028, 1.136)
H (-3.877, -3.802, -2.508)
H (-1.469, 3.111, -1.480)
H (1.718, -1.572, 1.499)
H (-3.242, -1.447, 5.077)
H (5.541, 2.246, -1.525)
H (0.404, -2.770, -1.104)
H (0.763, 4.503, -2.183)
H (5.056, -0.224, 0.641)
H (1.842, 1.270, 1.760)
H (-2.992, -2.894, 6.050)
H (-0.321, -3.816, 4.715)
H (0.348, 3.033, 2.386)
H (1.831, -3.760, -1.349)
H (-1.008, 3.867, 0.775)
H (-1.623, -1.845, 5.694)
H (-0.741, 1.150, -4.573)
H (1.216, 4.575, -3.883)
H (3.042, 3.210, 1.032)
H (-3.403, -4.256, 2.562)
H (1.915, 0.381, -4.609)
H (-2.601, 4.371, 0.231)
H (-1.542, 2.005, -3.253)
H (4.096, -1.126, -2.718)
H (-2.012, -1.035, -4.094)
H (-0.887, 2.899, -4.616)
H (-1.540, 2.372, 3.943)
H (-1.680, -4.865, 5.119)
H (-4.325, -2.924, 3.309)
H (-2.644, 0.817, 2.244)
H (-3.987, -4.392, 4.219)
H (-3.244, -1.134, 0.717)
H (-4.404, -2.039, -0.208)
H (0.907, 2.136, 3.797)
H (1.311, -2.701, -2.662)
H (-1.074, 0.692, 3.728)
H (3.825, 0.390, 1.762)
H (0.876, 0.138, 2.420)
H (5.133, 1.425, 1.220)
H (-4.120, -2.722, -3.896)
H (1.998, 1.922, -5.446)
H (2.440, 4.244, -2.675)
H (4.253, 2.412, -2.706)
H (5.035, -1.175, -1.208)
H (5.067, 0.843, -2.471)
H (-2.792, 3.421, 2.463)
H (1.566, 2.901, 0.105)
H (2.899, 3.782, -0.630)
H (-3.665, 2.463, 1.288)
H (3.507, -1.565, 1.544)



[3]
This record from OMol25 describes 7 unconnected molecules or ions with the total composition C22H57N3O4S4 in a non-equilibrium geometry. The level of theory is the ωB97M-V functional and the def2-TZVPD basis.

The expectation value of S² is 0.75. The calculation puts the HOMO-LUMO gap (spin up / spin down) at 0.059 / 0.298 hartree. The value obtained for the energy is -2930.0930 hartree. As for the charge: -1. The spin multiplicity is 2. For the HOMO energy (spin up / spin down), the calculation gives 0.394 / -6.133 eV.

Positions of all 90 atoms, in Å:
S (-2.376, 2.320, 23.340)
S (-10.100, -1.694, 14.423)
S (-6.194, 1.242, 14.193)
S (-2.765, 6.597, 20.985)
O (-2.191, 7.666, 21.902)
O (-10.203, -0.519, 13.510)
O (-6.186, -0.091, 13.538)
O (-0.862, 2.195, 23.598)
N (1.282, 2.764, 18.440)
N (-6.905, 3.104, 20.843)
N (-9.931, 7.837, 20.918)
C (-7.292, 5.027, 22.240)
C (-4.505, 2.253, 20.010)
C (-2.241, 6.910, 19.225)
C (-5.158, 2.416, 13.197)
C (-7.677, 1.695, 18.847)
C (-4.538, 7.079, 20.644)
C (-10.248, 5.431, 19.958)
C (-10.130, 6.802, 20.481)
C (-7.532, 3.518, 22.123)
C (-3.185, 0.957, 24.164)
C (-5.172, 1.111, 15.714)
C (-2.915, 3.690, 24.464)
C (1.652, 5.259, 18.642)
C (-1.244, 2.635, 18.036)
C (-5.404, 2.930, 21.059)
C (1.287, 3.897, 19.370)
C (-8.589, -2.401, 13.729)
C (2.629, 2.583, 17.884)
C (0.150, 2.758, 17.466)
C (2.691, 1.397, 16.899)
C (-7.578, 1.806, 20.392)
C (-9.351, -0.955, 15.960)
H (2.525, 5.249, 17.990)
H (-8.630, 1.749, 20.669)
H (-8.111, -1.657, 13.092)
H (0.287, 2.015, 16.680)
H (-4.997, 3.368, 13.704)
H (-1.955, 2.950, 17.272)
H (-7.109, 0.888, 20.744)
H (0.861, 5.676, 18.019)
H (1.892, 6.000, 19.405)
H (-5.716, 1.841, 16.313)
H (-4.636, 8.164, 20.668)
H (-2.693, 0.022, 23.897)
H (2.171, 3.732, 19.985)
H (-8.947, -1.748, 16.590)
H (-6.665, 1.675, 18.444)
H (-3.138, 0.994, 25.252)
H (-2.546, 3.466, 25.465)
H (-9.194, 5.154, 19.942)
H (-5.240, 6.690, 21.381)
H (-7.927, 5.396, 23.046)
H (0.320, 3.655, 16.871)
H (-2.645, 4.693, 24.133)
H (-9.000, -3.233, 13.157)
H (-7.571, 5.513, 21.305)
H (2.127, 0.598, 17.380)
H (-7.062, 3.037, 22.981)
H (-7.890, -2.640, 14.530)
H (-4.224, 0.931, 23.836)
H (-8.326, 0.918, 18.443)
H (-4.730, 6.874, 19.591)
H (2.342, 1.742, 15.926)
H (-4.157, 1.485, 15.577)
H (-8.127, 2.643, 18.550)
H (-5.766, 2.656, 12.324)
H (-8.556, -0.260, 15.692)
H (0.585, 3.781, 20.197)
H (-4.231, 1.921, 12.910)
H (-10.926, 4.734, 20.451)
H (3.674, 0.930, 16.839)
H (-6.266, 5.204, 22.562)
H (-4.003, 3.752, 24.460)
H (-1.356, 1.672, 18.534)
H (-5.096, 0.205, 16.314)
H (-10.036, -0.324, 16.526)
H (-2.334, 7.948, 18.908)
H (-4.557, 2.860, 19.106)
H (-1.532, 3.331, 18.823)
H (3.208, 2.273, 18.754)
H (3.093, 3.498, 17.516)
H (-8.578, 3.216, 22.065)
H (-5.221, 2.538, 22.060)
H (-3.473, 2.183, 20.355)
H (-4.995, 3.940, 21.093)
H (-10.567, 5.619, 18.933)
H (-2.632, 6.207, 18.490)
H (-1.163, 6.769, 19.302)
H (-4.715, 1.225, 19.718)



[4]
This record from OMol25 describes 8 unconnected molecules or ions with the total composition C22H58Cl2O24P5 in a non-equilibrium geometry. The level of theory is the ωB97M-V functional and the def2-TZVPD basis.

The calculation puts the HOMO-LUMO gap at 0.205 hartree. The value obtained for the energy is -5306.4313 hartree. For the energy above the lowest of the compared OMol25 structures with the same formula, charge and spin, the calculation gives 0.0 kcal/mol. As for the charge: -1. For the HOMO energy, the calculation gives -3.683 eV.

Positions of all 111 atoms, in Å:
Cl (3.001, 2.145, -0.656)
Cl (4.770, 0.119, -1.416)
P (1.933, 1.337, 3.487)
P (-4.631, -3.816, 0.986)
P (3.207, -3.616, 2.694)
P (-2.958, 2.404, 0.258)
P (-1.166, 3.784, -4.234)
O (0.361, 3.345, -4.072)
O (1.259, 2.032, 2.378)
O (-0.010, -2.246, 0.386)
O (-1.657, 4.612, -3.112)
O (-1.391, 2.455, 0.005)
O (1.588, -1.571, -5.809)
O (4.476, -2.686, 2.475)
O (-3.486, -4.399, 0.280)
O (1.807, -0.238, 3.525)
O (-3.054, 2.671, 1.854)
O (-3.591, 1.182, -0.263)
O (-5.278, -4.777, 2.119)
O (-3.441, 3.688, -0.543)
O (2.503, -3.053, 4.034)
O (-5.884, -3.452, 0.051)
O (0.220, -2.550, -1.761)
O (3.807, -5.036, 3.120)
O (-4.367, -2.482, 1.834)
O (-1.164, 4.575, -5.626)
O (2.227, -3.776, 1.614)
O (-1.941, 2.434, -4.490)
O (1.370, 1.753, 4.929)
O (3.468, 1.701, 3.536)
O (0.095, 0.036, -6.323)
C (4.672, -5.205, 4.230)
C (-5.718, -6.078, 1.719)
C (1.345, -1.495, -4.369)
C (-2.314, 5.305, -6.029)
C (0.078, -1.754, -0.775)
C (-3.126, -1.840, 1.875)
C (-5.893, -2.259, -0.777)
C (3.642, 0.599, -0.125)
C (-4.768, 4.180, -0.421)
C (-2.220, 1.823, 2.658)
C (0.490, -0.799, 3.460)
C (-0.088, -0.268, -0.966)
C (2.463, -0.705, -3.765)
C (1.252, 4.130, -3.287)
C (1.316, -0.922, -8.074)
C (4.274, 1.278, 4.644)
C (1.289, 3.114, 5.332)
C (5.447, -3.090, 1.509)
C (-0.626, 3.628, 0.223)
C (-2.036, 1.409, -3.512)
C (3.135, -2.283, 5.031)
C (0.870, -0.847, -6.638)
H (2.051, 4.456, -3.945)
H (1.307, -2.501, -3.961)
H (-5.334, 4.412, -1.321)
H (-0.806, 4.147, 1.167)
H (0.413, 3.332, 0.116)
H (-5.927, -2.500, -1.835)
H (1.714, 3.778, 4.573)
H (5.527, -2.517, 0.584)
H (-2.210, 0.789, 2.319)
H (-0.321, -0.095, 3.267)
H (-5.383, 3.497, 0.169)
H (-3.153, 5.266, -5.336)
H (-2.547, 4.966, -7.038)
H (0.768, 5.021, -2.872)
H (-4.713, 5.119, 0.134)
H (-2.332, -2.428, 1.398)
H (-2.599, 1.822, 3.681)
H (5.603, -5.753, 4.061)
H (0.499, -0.560, -8.689)
H (3.652, 0.885, 5.448)
H (1.612, -1.936, -8.363)
H (4.984, -4.254, 4.668)
H (-5.997, -6.126, 0.665)
H (2.259, -0.402, -8.248)
H (4.059, -1.779, 4.735)
H (4.086, -5.822, 4.915)
H (-4.901, -6.749, 1.975)
H (-1.547, 1.618, -2.559)
H (0.423, -1.547, 2.664)
H (0.261, 3.477, 5.369)
H (0.278, -1.307, 4.404)
H (0.129, 0.175, -1.941)
H (1.552, 3.669, -2.348)
H (2.224, -0.555, -2.712)
H (-3.095, -0.935, 1.257)
H (-0.862, 4.327, -0.588)
H (3.402, -2.949, 5.856)
H (6.388, -3.106, 2.056)
H (-6.651, -6.284, 2.245)
H (2.490, 0.313, -4.181)
H (3.512, -0.969, -3.903)
H (5.244, -4.077, 1.083)
H (0.413, -1.011, -4.088)
H (1.830, 3.190, 6.271)
H (-2.754, -1.505, 2.848)
H (-1.562, 0.528, -3.946)
H (4.116, 0.738, 0.840)
H (2.783, -0.067, -0.097)
H (-1.237, 2.297, 2.659)
H (-6.694, -1.651, -0.371)
H (2.450, -1.494, 5.328)
H (-1.155, -0.038, -0.864)
H (-3.044, 1.105, -3.227)
H (4.963, 0.500, 4.318)
H (-2.089, 6.372, -6.103)
H (-4.931, -1.767, -0.621)
H (0.410, 0.301, -0.177)
H (4.878, 2.085, 5.056)



[5]
This record from OMol25 describes a molecular structure, C22H58N7O11Sr in a non-equilibrium geometry. The level of theory is the ωB97M-V functional and the def2-TZVPD basis.

The expectation value of S² is 0.75. The calculation puts the HOMO-LUMO gap (spin up / spin down) at 0.108 / 0.314 hartree. The value obtained for the energy is -2114.4721 hartree. The spin multiplicity is 2. For the HOMO energy (spin up / spin down), the calculation gives -2.713 / -8.370 eV.

Positions of all 99 atoms, in Å:
Sr (-2.095, -0.650, -3.107)
O (-2.231, -0.367, -0.510)
O (0.308, -0.352, -2.190)
O (4.997, 0.387, 2.494)
O (2.417, 3.303, 0.987)
O (-0.627, -1.162, 6.199)
O (-5.592, 0.878, 3.465)
O (-2.792, -4.228, 0.221)
O (-2.983, 1.221, -1.713)
O (-4.001, 0.443, -4.423)
O (-1.185, 1.893, -8.092)
O (2.519, -4.411, 4.674)
N (-5.845, 0.446, -5.611)
N (0.374, -1.830, 3.257)
N (-1.221, -2.810, 0.779)
N (2.160, 0.550, 2.074)
N (-1.248, 1.467, -4.366)
N (-1.278, -4.897, 1.472)
N (-5.632, 1.672, -3.803)
C (2.285, -3.401, 3.775)
C (1.266, -1.373, -1.894)
C (-2.675, 0.813, -0.567)
C (1.020, -2.675, 4.251)
C (1.423, 2.455, 0.467)
C (-0.050, 1.738, -3.560)
C (-0.571, 2.028, -6.782)
C (3.078, -0.045, 0.999)
C (3.140, 4.038, -0.117)
C (-0.545, -0.543, 7.385)
C (3.673, -5.132, 4.317)
C (0.776, 0.539, -3.202)
C (5.525, 1.468, 1.801)
C (-0.566, -0.268, 5.119)
C (1.061, 1.354, 1.405)
C (-2.984, 1.733, 0.619)
C (-1.432, 3.088, -8.853)
C (4.394, -0.562, 1.650)
C (-1.800, -3.990, 0.780)
C (-0.805, -1.137, 3.854)
C (-5.084, 0.807, -4.582)
C (-1.009, 0.982, -5.749)
H (1.036, -1.961, -1.006)
H (2.511, 4.899, -0.342)
H (-1.669, -1.983, 0.413)
H (-0.834, 2.988, -6.339)
H (-5.276, 0.067, 3.864)
H (5.979, 2.092, 2.571)
H (1.490, -2.080, -2.693)
H (-6.640, 1.613, -3.842)
H (0.394, 0.248, 5.104)
H (-0.185, 0.274, -5.839)
H (0.523, 3.070, 0.463)
H (0.943, -0.015, -4.126)
H (-1.371, 0.059, 7.764)
H (0.570, 2.379, -4.187)
H (4.150, -1.501, 2.148)
H (-0.298, 2.146, -2.580)
H (-0.375, -2.670, 1.312)
H (3.112, -2.694, 3.831)
H (0.313, -3.491, 4.403)
H (1.620, 2.006, -0.507)
H (-2.946, 2.812, 0.471)
H (1.103, -1.170, 3.028)
H (-1.638, 2.395, -4.280)
H (-0.646, -1.385, 8.069)
H (2.254, -3.749, 2.742)
H (0.510, 2.091, -6.908)
H (2.838, 1.203, 2.439)
H (-5.628, 1.503, 4.189)
H (-2.269, 1.628, 1.435)
H (3.932, -5.664, 5.233)
H (-1.569, -5.858, 1.579)
H (0.204, 1.595, 2.035)
H (3.409, 3.544, -1.051)
H (3.356, 0.641, 0.199)
H (-0.274, -4.782, 1.474)
H (5.145, -0.960, 0.968)
H (4.918, 1.978, 1.053)
H (3.516, -5.943, 3.606)
H (1.794, 0.825, -2.935)
H (-1.371, 0.440, 5.315)
H (1.167, -2.316, 5.269)
H (-1.892, 3.809, -8.177)
H (4.089, 4.316, 0.342)
H (-2.137, 2.903, -9.662)
H (-1.152, -0.463, 3.071)
H (0.407, -0.030, 7.517)
H (-6.698, 0.978, -5.711)
H (-3.975, 1.543, 1.031)
H (0.457, 0.659, 0.822)
H (6.345, 1.062, 1.209)
H (-2.022, 0.715, -6.049)
H (4.548, -4.544, 4.039)
H (-0.509, 3.551, -9.203)
H (2.576, -0.848, 0.459)
H (-1.473, -1.991, 3.963)
H (-5.019, 2.182, -3.183)
H (2.284, -1.208, -1.542)
H (-5.793, -0.380, -6.191)



Q: energy of number 1 (C22H56N2O11P)?
A: -2149.9569 hartree